No. 1
Entry from the OMol25 dataset: a structure of composition C22H46MnN3O6P3S in a non-equilibrium geometry (wB97M-V/def2-TZVPD).

Results
<S²>	8.755
2S+1	6
E_HOMO (spin up / spin down)	-13.8 / -14.0	eV
net charge	+2
LUMO (spin up / spin down)	-4.574 / -4.793	eV
total energy	-4054.6798	Eh

Last column: Mulliken charge in e.
CARTESIAN COORDINATES (ANGSTROEM)
1 Mn 1.04 -0.91 0.80  1.257
2 N 1.37 -3.39 1.09  -0.377
3 N 2.55 -3.79 1.74  -0.393
4 C 3.66 -3.01 1.72  0.671
5 N 4.80 -3.56 2.13  -0.435
6 S 3.62 -1.39 1.26  -0.410
7 H 0.57 -3.71 1.63  0.298
8 H 1.30 -3.82 0.15  0.290
9 H 2.67 -4.78 1.91  0.242
10 H 4.87 -4.51 2.45  0.196
11 H 5.63 -2.98 2.18  0.231
12 C 2.88 3.52 -3.74  -1.458
13 C 2.88 2.38 -2.74  0.838
14 C 4.11 1.50 -2.86  -1.390
15 O 1.71 1.56 -3.03  -0.173
16 P 0.80 0.96 -1.90  -0.096
17 O 1.57 0.41 -0.75  -0.650
18 C -0.21 -0.20 -2.87  -0.502
19 P -1.31 -1.09 -1.70  -0.689
20 O -0.57 -1.56 -0.49  -0.104
21 O -2.47 -0.16 -1.25  0.028
22 C -3.57 0.24 -2.11  0.711
23 C -4.83 -0.43 -1.60  -1.470
24 C -3.66 1.76 -2.10  -1.244
25 O -2.04 -2.24 -2.50  -0.320
26 C -1.45 -3.34 -3.22  0.601
27 C -2.61 -4.19 -3.71  -1.559
28 C -0.50 -4.11 -2.32  -1.099
29 O -0.26 2.03 -1.43  -0.228
30 C -0.12 2.75 -0.18  0.760
31 C -1.17 2.24 0.79  -0.674
32 C -0.28 4.23 -0.48  -1.581
33 H 3.72 4.17 -3.55  0.429
34 H 1.96 4.09 -3.66  0.360
35 H 2.95 3.13 -4.75  0.339
36 H 2.79 2.76 -1.72  0.254
37 H 4.19 1.09 -3.86  0.330
38 H 4.07 0.68 -2.14  0.252
39 H 5.00 2.09 -2.65  0.431
40 H 0.44 -0.88 -3.41  0.577
41 H -0.79 0.38 -3.58  0.531
42 H -3.36 -0.11 -3.13  0.371
43 H -5.01 -0.15 -0.56  0.303
44 H -4.74 -1.51 -1.66  0.335
45 H -5.68 -0.10 -2.19  0.429
46 H -3.99 2.11 -1.12  0.307
47 H -4.39 2.08 -2.84  0.481
48 H -2.70 2.20 -2.33  0.180
49 H -0.91 -2.94 -4.09  0.191
50 H -3.20 -4.56 -2.87  0.375
51 H -2.24 -5.04 -4.27  0.444
52 H -3.26 -3.61 -4.36  0.396
53 H -1.03 -4.43 -1.43  0.287
54 H 0.33 -3.47 -2.03  0.137
55 H -0.13 -4.99 -2.85  0.545
56 H 0.88 2.55 0.23  0.316
57 H -2.17 2.42 0.39  0.074
58 H -1.08 2.74 1.75  0.451
59 H -1.05 1.16 0.93  -0.260
60 H -1.25 4.42 -0.93  0.329
61 H 0.49 4.57 -1.16  0.357
62 H -0.20 4.80 0.44  0.436
63 C 1.36 -1.40 4.41  -1.347
64 P 0.37 -0.56 3.10  1.280
65 C -1.24 -1.43 3.27  -1.524
66 C 0.07 1.04 3.92  0.629
67 C 1.18 1.86 4.14  -0.648
68 C 1.03 3.05 4.84  -0.771
69 C -0.22 3.43 5.30  -0.545
70 C -1.32 2.63 5.05  -0.680
71 C -1.19 1.44 4.36  -0.213
72 H 2.35 -0.94 4.47  0.420
73 H 1.48 -2.46 4.17  0.407
74 H 0.86 -1.29 5.37  0.459
75 H -1.58 -1.40 4.30  0.480
76 H -1.14 -2.47 2.96  0.343
77 H -1.98 -0.95 2.62  0.391
78 H 2.15 1.55 3.77  0.423
79 H 1.89 3.67 5.02  0.439
80 H -0.34 4.36 5.84  0.432
81 H -2.30 2.93 5.41  0.431
82 H -2.06 0.84 4.18  0.336

***

No. 2
Entry from the OMol25 dataset: the molecule C5H7BrS in a non-equilibrium geometry (wB97M-V/def2-TZVPD).

Results
ΔE to the lowest compared entry with this formula, charge and spin	1.129	eV
SMILES	Br[C@H]1C[C@H]2C[C@@H]1S2
E_HOMO	-8.7	eV
LUMO	0.744	eV
total energy	-3166.8351	Eh

Last column: Mulliken charge in e.
CARTESIAN COORDINATES (ANGSTROEM)
1 C -1.19 -0.10 0.41  -0.705
2 C 1.15 -0.31 -0.02  -0.816
3 C -0.22 -0.98 -0.34  0.038
4 C -0.83 1.03 -0.61  -0.201
5 C 0.93 1.12 -0.10  -0.290
6 S -0.60 -0.17 -1.97  -0.212
7 Br 1.08 2.17 1.55  -0.161
8 H -2.20 -0.30 0.17  0.301
9 H -0.87 -0.17 1.49  0.213
10 H 1.16 -0.57 1.03  0.359
11 H 1.92 -0.68 -0.59  0.316
12 H -0.15 -2.17 -0.24  0.354
13 H -1.35 2.05 -0.74  0.403
14 H 1.52 1.65 -0.81  0.401

***

No. 3
Entry from the OMol25 dataset: a cluster of 10 separate species, C26H50F27N5O14P2S2 in total in a non-equilibrium geometry (wB97M-V/def2-TZVPD).

Results
E_HOMO	-1.7	eV
net charge	-2
LUMO	-0.374	eV
total energy	-6523.1471	Eh

Last column: Mulliken charge in e.
CARTESIAN COORDINATES (ANGSTROEM)
1 C 9.34 -7.18 15.00  0.360
2 F 8.98 -7.63 16.19  -0.080
3 F 8.86 -7.99 14.07  -0.159
4 F 8.70 -6.02 14.90  -0.138
5 S 11.31 -6.94 14.82  0.668
6 O 11.64 -6.98 13.39  -0.499
7 O 11.56 -5.64 15.48  -0.532
8 N 11.94 -8.38 15.58  -0.707
9 S 12.35 -7.86 16.96  0.900
10 O 13.57 -6.99 16.92  -0.589
11 O 11.28 -7.46 17.80  -0.604
12 C 13.08 -9.50 17.71  0.362
13 F 13.58 -9.24 18.98  -0.158
14 F 12.19 -10.44 17.95  -0.153
15 F 14.12 -10.00 16.93  -0.136
16 C 8.57 -7.74 19.78  -0.504
17 C 7.86 -9.04 19.55  0.319
18 O 8.25 -9.95 18.83  -0.462
19 N 6.59 -9.20 20.25  -0.062
20 H 6.49 -8.29 20.68  0.402
21 H 5.89 -9.05 19.54  0.375
22 C 6.48 -10.49 21.12  -0.673
23 H 9.57 -7.88 19.36  -0.186
24 H 8.57 -7.51 20.85  0.532
25 H 8.16 -6.90 19.22  0.314
26 H 7.37 -10.47 21.75  0.347
27 H 6.63 -11.33 20.43  0.310
28 H 5.53 -10.46 21.65  0.331
29 C 17.49 -9.73 13.89  -1.220
30 C 16.77 -8.39 14.21  0.551
31 O 16.57 -7.90 15.32  -0.413
32 N 16.49 -7.60 12.93  0.029
33 H 17.01 -6.77 13.19  0.387
34 H 16.93 -7.98 12.10  0.399
35 C 15.00 -7.56 12.71  -0.964
36 H 17.61 -10.39 14.75  0.347
37 H 18.37 -9.68 13.25  0.355
38 H 16.69 -10.32 13.44  0.391
39 H 14.45 -7.38 13.63  0.289
40 H 14.72 -8.51 12.26  0.383
41 H 14.62 -6.94 11.90  0.443
42 C 17.24 -1.40 15.49  -1.145
43 C 15.73 -1.16 15.64  0.559
44 O 15.24 -0.09 16.04  -0.424
45 N 14.83 -2.15 14.85  -0.096
46 H 14.37 -1.59 14.14  0.409
47 H 15.43 -2.76 14.30  0.397
48 C 13.86 -3.12 15.47  -1.001
49 H 17.85 -0.63 15.96  0.323
50 H 17.65 -1.47 14.49  0.364
51 H 17.37 -2.29 16.11  0.365
52 H 14.49 -3.94 15.82  0.378
53 H 13.21 -3.53 14.70  0.409
54 H 13.37 -2.67 16.34  0.329
55 C 9.85 -11.23 16.50  -0.407
56 C 10.83 -11.87 15.45  0.388
57 O 10.86 -13.07 15.30  -0.505
58 N 11.76 -10.97 14.61  1.071
59 H 11.45 -11.12 13.66  0.425
60 H 11.69 -9.99 14.84  -0.361
61 C 13.32 -11.36 14.65  -1.017
62 H 10.08 -10.17 16.45  -0.178
63 H 10.07 -11.55 17.52  0.363
64 H 8.81 -11.38 16.21  0.488
65 H 13.52 -12.21 13.99  0.543
66 H 13.51 -11.74 15.65  0.356
67 H 13.86 -10.42 14.54  0.356
68 C 4.61 -1.82 17.42  -0.229
69 O 5.56 -2.89 17.13  -0.139
70 O 5.49 -0.70 17.64  -0.944
71 C 3.59 -1.60 16.18  0.772
72 F 4.36 -1.49 15.09  -0.228
73 F 2.74 -2.65 16.07  -0.297
74 F 2.85 -0.50 16.33  -0.267
75 C 5.12 -4.21 17.52  -0.270
76 C 5.99 -4.95 16.50  -1.173
77 H 5.83 -4.66 15.47  0.391
78 H 7.07 -4.88 16.64  0.230
79 H 5.65 -5.99 16.48  0.494
80 H 4.17 -4.52 17.07  0.241
81 H 5.25 -4.65 18.51  0.178
82 H 4.10 -2.02 18.36  0.238
83 C 7.06 -3.07 10.06  -0.186
84 O 7.66 -4.00 10.95  -0.171
85 O 5.92 -3.69 9.55  -0.846
86 C 6.84 -1.58 10.66  0.817
87 F 6.15 -0.81 9.78  -0.299
88 F 6.11 -1.62 11.74  -0.261
89 F 7.91 -0.97 10.98  -0.280
90 C 9.08 -4.03 11.23  -0.655
91 C 9.41 -5.24 11.95  -0.165
92 H 9.51 -6.15 11.37  0.215
93 H 10.28 -5.13 12.60  -0.010
94 H 8.59 -5.35 12.66  0.153
95 H 9.26 -3.25 11.98  0.186
96 H 9.72 -3.82 10.37  0.388
97 H 7.83 -3.06 9.28  0.235
98 C 8.77 -10.91 10.61  -0.136
99 O 7.40 -10.76 11.17  -0.257
100 O 8.71 -10.64 9.16  -0.902
101 C 9.75 -9.90 11.33  0.529
102 F 9.52 -8.57 11.22  -0.275
103 F 9.87 -10.16 12.63  -0.118
104 F 10.91 -9.91 10.77  -0.321
105 C 6.81 -11.97 11.72  -0.144
106 C 5.87 -11.43 12.77  -1.126
107 H 6.37 -10.87 13.56  0.172
108 H 5.05 -10.88 12.31  0.296
109 H 5.50 -12.29 13.33  0.423
110 H 7.48 -12.59 12.32  0.212
111 H 6.31 -12.62 10.99  0.321
112 H 9.26 -11.85 10.87  0.235
113 P 16.54 -13.35 15.86  1.199
114 F 15.05 -13.84 16.44  -0.362
115 F 16.79 -14.81 15.21  -0.350
116 F 15.73 -12.85 14.59  -0.331
117 F 18.01 -12.79 15.29  -0.384
118 F 16.38 -11.82 16.51  -0.350
119 F 17.38 -13.94 17.21  -0.386
120 P 12.59 -9.38 22.41  1.261
121 F 12.37 -10.58 21.38  -0.349
122 F 11.00 -9.44 22.90  -0.409
123 F 12.91 -10.39 23.56  -0.360
124 F 12.96 -8.14 23.37  -0.380
125 F 14.14 -9.28 21.84  -0.373
126 F 12.07 -8.33 21.20  -0.397

***

No. 4
Entry from the OMol25 dataset: a cluster of 7 separate species, BH16O6 in total in a non-equilibrium geometry (wB97M-V/def2-TZVPD).

Results
ΔE to the lowest compared entry with this formula, charge and spin	2.797	eV
E_HOMO	-6.1	eV
net charge	-1
LUMO	2.929	eV
total energy	-485.7981	Eh

Last column: Mulliken charge in e.
CARTESIAN COORDINATES (ANGSTROEM)
1 B -38.79 4.65 27.50  0.428
2 H -39.98 4.37 27.80  -0.211
3 H -38.13 3.74 27.63  -0.490
4 H -38.73 4.93 26.41  -0.228
5 H -38.40 5.72 28.15  -0.230
6 O -37.95 5.24 31.40  -0.725
7 H -38.23 5.63 30.58  0.320
8 H -38.78 4.99 31.86  0.338
9 O -41.39 5.99 30.00  -0.627
10 H -42.20 6.20 29.35  0.277
11 H -41.03 5.33 29.57  0.304
12 O -41.59 6.14 25.92  -0.618
13 H -41.02 5.69 26.34  0.288
14 H -42.15 6.35 26.77  0.288
15 O -37.88 2.70 30.21  -0.736
16 H -37.95 3.35 30.89  0.336
17 H -38.06 2.90 29.13  0.311
18 O -39.63 1.59 26.17  -0.647
19 H -39.04 2.28 26.30  0.326
20 H -40.01 1.92 25.37  0.299
21 O -35.58 3.50 25.63  -0.667
22 H -36.32 3.81 26.01  0.349
23 H -34.92 4.30 25.62  0.315

***

No. 5
Entry from the OMol25 dataset: a cluster of 2 separate species, C11H15N in total in a non-equilibrium geometry (wB97M-V/def2-TZVPD).

Results
ΔE to the lowest compared entry with this formula, charge and spin	0.277	eV
<S²>	0.770
2S+1	2
E_HOMO (spin up / spin down)	0.6 / -2.8	eV
net charge	-1
LUMO (spin up / spin down)	3.859 / 3.772	eV
total energy	-482.8599	Eh

Last column: Mulliken charge in e.
CARTESIAN COORDINATES (ANGSTROEM)
1 C -0.62 2.23 1.07  -1.391
2 C 0.87 0.44 0.02  0.931
3 C 0.18 0.96 1.14  1.015
4 C 1.55 -0.73 0.44  -0.372
5 C 0.47 0.15 2.23  -1.158
6 C 1.08 0.91 -1.32  -0.565
7 C 1.83 0.12 -2.20  -0.568
8 C 2.40 -1.07 -1.80  -0.577
9 C 2.34 -1.49 -0.43  -0.818
10 N 1.30 -0.88 1.78  0.019
11 H 0.72 1.90 -1.59  0.175
12 H 1.88 0.42 -3.25  0.331
13 H 3.04 -1.65 -2.45  0.300
14 H -0.39 2.77 0.16  0.238
15 H -0.31 2.86 1.92  0.416
16 H 0.17 0.29 3.26  0.371
17 H 1.77 -1.45 2.45  0.169
18 H 2.96 -2.28 -0.05  0.317
19 H -1.67 2.07 1.31  0.240
20 C -2.05 -1.31 -0.18  -0.551
21 C -2.88 -0.06 -0.45  -0.839
22 H -2.31 -2.17 -0.82  0.362
23 H -0.99 -1.25 -0.43  -0.025
24 H -2.13 -1.59 0.87  0.220
25 H -3.75 -0.27 -1.09  0.337
26 H -2.30 0.63 -1.06  0.251
27 H -3.15 0.45 0.46  0.171